Entry from the Open Molecules 2025 dataset: a molecular structure, C6H17ClLuNO4P3 (wB97M-V/def2-TZVPD).

Structure (ORCA input):
```
! wB97M-V def2-TZVPD RIJCOSX def2/J DEFGRID3
* xyz 3 1
C 0.1279 -2.5473 0.7153
C 1.4477 -1.7799 0.8533
P 1.9325 -0.7587 -0.5971
C 1.8393 -1.8519 -2.0393
P 0.5771 0.9704 -0.8098
Cl 0.1195 0.6068 -2.8609
C -1.1965 1.1387 -0.3508
C -2.1136 -0.0199 -0.7396
C -3.0870 -0.2072 0.3952
O -2.7180 -0.0871 1.5532
O -4.3563 -0.4416 0.0269
P 1.1963 1.8971 1.1914
N 0.6658 3.4747 1.0814
O 0.5208 1.2872 2.4499
O 2.7418 1.8701 1.3673
H -0.1819 -2.7189 -0.3006
H -0.6655 -2.0928 1.2858
H 0.2771 -3.5218 1.1522
H 2.2595 -2.4913 0.9200
H 1.4972 -1.2174 1.7720
H 2.2183 -1.3499 -2.9104
H 0.8482 -2.2295 -2.2226
H 2.5331 -2.6521 -1.8192
H 1.1962 2.2255 -1.3475
H -1.5610 2.0280 -0.8621
H -1.3243 1.3422 0.7034
H -1.6102 -0.9447 -0.9672
H -2.6668 0.2399 -1.6261
H -4.6011 -1.3501 0.2394
H 0.1465 3.4724 0.1945
H -0.0418 0.5165 2.2805
H 3.0506 2.3962 2.1243
Lu 0.9284 4.7963 -0.8528
*
```

* highest occupied orbital energy: -18.2 eV
* lowest unoccupied orbital energy: -0.5468 Eh


Entry from the Open Molecules 2025 dataset: 10 unconnected molecules or ions with the total composition C13H46N4O10 (wB97M-V/def2-TZVPD).

Structure (ORCA input):
```
! wB97M-V def2-TZVPD RIJCOSX def2/J DEFGRID3
* xyz 0 1
N -2.7483 -1.0494 0.5241
C -3.9102 -0.4795 0.6283
N -4.7632 -1.2725 1.1756
O -4.1395 0.8686 0.2937
H -1.9419 -0.5043 0.3909
H -2.6570 -2.0854 0.6761
H -5.8415 -1.0942 1.0353
H -4.6638 -2.2396 1.4855
N 3.4629 -0.7984 -2.7686
C 4.2350 -1.2930 -3.7095
N 3.7432 -2.3477 -4.1479
O 5.3654 -0.6461 -4.1602
H 3.8354 0.0531 -2.4783
H 2.5080 -1.1321 -2.4210
H 4.1868 -2.7663 -4.9628
H 2.7398 -2.6614 -4.1273
C 0.7267 3.6421 2.3744
C 1.4644 2.9286 3.5286
O 1.6571 4.0086 4.4401
H 0.2505 2.9810 1.6154
H 1.4110 4.2218 1.8264
H -0.0569 4.2056 2.8468
H 2.4348 2.5330 3.1383
H 0.9303 2.0828 4.0108
H 2.0854 3.5906 5.1830
C 0.8413 -0.6878 2.3901
C -0.0490 -1.5892 3.3188
O -0.4267 -0.8799 4.5254
H 1.7321 -0.8638 2.8730
H 0.7160 0.3140 2.3672
H 0.7188 -1.1731 1.3961
H 0.2413 -2.5840 3.5459
H -1.0134 -1.7138 2.7224
H -1.1284 -1.3773 5.0803
C -2.8211 2.7532 2.5947
C -1.9386 1.6122 2.9029
O -1.8121 1.4907 4.3138
H -3.8688 2.7844 2.9371
H -2.7583 2.7261 1.5285
H -2.3942 3.7225 2.7145
H -0.9050 1.8925 2.6485
H -2.1439 0.6248 2.5160
H -1.3426 0.6465 4.4967
C 0.2740 -0.3211 -5.0247
O -0.4711 -1.0833 -6.0060
H 0.4135 0.6142 -5.5974
H 1.2322 -0.8256 -4.7228
H -0.2755 0.0201 -4.1672
H 0.1441 -1.2842 -6.6971
C 0.6042 -2.5686 -1.0450
O 1.0235 -1.8267 -2.1303
H -0.4365 -2.3486 -0.7637
H 1.2094 -2.5359 -0.0965
H 0.7050 -3.5627 -1.4527
H 1.0058 -2.4488 -2.8808
C 3.1325 0.1818 0.1609
O 2.1880 1.1731 0.3844
H 2.6899 -0.5981 -0.3813
H 3.6316 -0.2049 1.0980
H 3.9251 0.5702 -0.4340
H 2.7214 1.8952 0.7573
C -0.5554 1.1555 -1.3469
O -0.5733 0.7401 -0.0123
H 0.0656 0.4806 -1.9199
H -0.1346 2.1796 -1.4217
H -1.6604 1.2027 -1.7040
H 0.3072 0.7624 0.2151
C -2.0904 -1.5466 -3.0041
O -2.7634 -2.2246 -1.9535
H -2.3853 -2.0164 -3.9893
H -1.0601 -1.5968 -2.9351
H -2.3827 -0.4915 -3.1144
H -2.4455 -1.9351 -1.0845
*
```

* highest occupied orbital energy: -8.9 eV
* energy above the lowest of the compared OMol25 structures with the same formula, charge and spin: 68.05 kcal per mole
* lowest unoccupied orbital energy: -0.0107 Eh
* structure (SMILES): NC(N)=O.NC(N)=O.CCO.CCO.CCO.CO.CO.CO.CO.CO


Entry from the Open Molecules 2025 dataset: a molecular structure, C4H12CaN3 (wB97M-V/def2-TZVPD).

Structure (ORCA input):
```
! wB97M-V def2-TZVPD RIJCOSX def2/J DEFGRID3
* xyz -1 1
C -1.5074 2.1756 -0.8172
Ca 0.1406 0.5232 -1.2232
N 1.0681 -1.5117 -2.2792
H -1.1232 0.6860 -3.4212
H 2.0858 -1.4196 -2.3736
H -1.7314 0.4372 -3.0392
H -2.0111 2.6213 -1.6834
H -0.9493 2.9711 -0.2959
H -2.2701 1.7925 -0.1235
H 0.9093 -2.3292 -1.6809
H 0.7069 -1.7435 -3.2071
N 0.0333 -1.3830 1.5802
C 0.4537 -1.2547 2.8519
C 0.9196 0.0446 3.0029
C 0.7519 0.6732 1.7672
N 0.2239 -0.2128 0.8738
H -0.3916 -2.1924 1.1363
H 0.4010 -2.0743 3.5557
H 1.3284 0.4971 3.8891
H 0.9616 1.6994 1.4873
*
```

* highest occupied orbital energy: 0.1 eV
* energy above the lowest of the compared OMol25 structures with the same formula, charge and spin: 6.22 kcal per mole
* lowest unoccupied orbital energy: 0.1136 Eh


Entry from the Open Molecules 2025 dataset: 3 unconnected molecules or ions with the total composition C13H19BrClFN2O6 (wB97M-V/def2-TZVPD).

Structure (ORCA input):
```
! wB97M-V def2-TZVPD RIJCOSX def2/J DEFGRID3
* xyz 0 1
C -2.5563 -0.5172 -2.5160
C -3.4189 0.5550 -1.8692
Br -5.2842 0.1878 -2.4417
C -3.4191 0.4530 -0.3503
C -2.2865 1.2405 0.3393
C -1.3565 1.8508 -0.5930
N -0.7307 2.3272 -1.4477
C -1.4518 0.3701 1.3033
F -0.5803 -0.3685 0.6150
Cl -2.4504 -0.5996 2.3702
C -0.6524 1.2825 2.1401
N 0.0121 2.0385 2.7204
H -3.1237 -1.4356 -2.4912
H -2.4015 -0.2785 -3.5547
H -1.6232 -0.6569 -1.9860
H -3.2136 1.5399 -2.2520
H -3.3373 -0.5970 -0.1069
H -4.3709 0.7718 0.0402
H -2.7346 1.9889 0.9747
C 1.4624 3.1312 -4.3548
O 2.4689 2.2443 -4.8517
C 2.0522 0.9955 -5.0320
O 0.9447 0.5800 -4.8201
O 3.0782 0.2802 -5.4915
C 2.7710 -1.0924 -5.7325
H 1.9243 4.1089 -4.2526
H 0.6336 3.2016 -5.0569
H 1.1053 2.8046 -3.3809
H 1.9926 -1.1860 -6.4874
H 2.4646 -1.5856 -4.8119
H 3.6820 -1.5560 -6.0995
C 1.6413 0.2304 4.7410
O 0.9260 -0.8987 5.2572
C 1.6974 -1.8411 5.7911
O 2.8951 -1.8156 5.8685
O 0.9083 -2.8235 6.2266
C 1.6106 -3.9109 6.8285
H 0.8982 0.9135 4.3363
H 2.1980 0.7281 5.5330
H 2.3157 -0.0755 3.9427
H 2.1639 -3.5746 7.7032
H 2.2847 -4.3770 6.1126
H 0.8610 -4.6341 7.1364
*
```

* highest occupied orbital energy: -10.5 eV
* energy above the lowest of the compared OMol25 structures with the same formula, charge and spin: 6.75 kcal per mole
* lowest unoccupied orbital energy: 0.0100 Eh
* structure (SMILES): C[C@@H](Br)C[C@H](C#N)[C@](F)(Cl)C#N.COC(=O)OC.COC(=O)OC


Entry from the Open Molecules 2025 dataset: a molecular structure, C31H33BrCdN4O2Te2 (wB97M-V/def2-TZVPD).

Structure (ORCA input):
```
! wB97M-V def2-TZVPD RIJCOSX def2/J DEFGRID3
* xyz -2 1
Cd -0.3321 0.3431 0.3194
C 0.7663 -4.5318 1.9696
C 1.9686 -3.7692 1.4889
C 3.1648 -4.4481 1.2845
C 4.2891 -3.8017 0.7944
C 4.1953 -2.4538 0.4825
C 3.0165 -1.7399 0.6723
C 2.9770 -0.2809 0.3244
C 1.8907 -2.3847 1.2213
N 0.6885 -1.6942 1.4098
C 0.1237 -1.7689 2.6214
O 0.6135 -2.1819 3.6836
C -1.3135 -1.2648 2.6753
C -1.9807 -1.0430 3.8692
C -3.2838 -0.5659 3.8021
C -3.8785 -0.3235 2.5685
C -3.1247 -0.5483 1.4310
N -1.8930 -1.0317 1.5067
C -3.5813 -0.2335 0.0156
O -4.7758 -0.4039 -0.2907
N -2.5763 0.1868 -0.7330
C -2.6780 0.3636 -2.1106
C -3.0425 1.6138 -2.6309
C -3.4513 2.6945 -1.6694
C -2.9736 1.8310 -4.0023
C -2.5568 0.8251 -4.8651
C -2.2176 -0.4175 -4.3446
C -2.2775 -0.6638 -2.9775
C -1.9018 -1.9988 -2.4007
H 0.8897 -5.5985 1.7703
H 0.6129 -4.3786 3.0395
H -0.1374 -4.1788 1.4666
H 3.2097 -5.5088 1.5144
H 5.2179 -4.3414 0.6466
H 5.0584 -1.9307 0.0821
H 3.8822 0.0044 -0.2170
H 2.1278 -0.0447 -0.3143
H 2.8814 0.3412 1.2164
H -1.4611 -1.2186 4.8003
H -3.8296 -0.3580 4.7153
H -4.8869 0.0567 2.4767
H -2.6233 2.9486 -0.9993
H -3.7697 3.5947 -2.2017
H -4.2678 2.3483 -1.0328
H -3.2479 2.8051 -4.3982
H -2.4846 1.0096 -5.9312
H -1.8867 -1.2105 -5.0086
H -1.5002 -2.6581 -3.1719
H -1.1571 -1.8951 -1.6076
H -2.7695 -2.4757 -1.9378
C -0.2663 4.6273 -3.1800
C 0.2383 3.2140 -3.2600
C 0.7222 2.6537 -4.4309
C 1.1199 1.3292 -4.4537
C 1.0094 0.6146 -3.2716
Br 1.5672 -1.2063 -3.2307
N 0.5646 1.1176 -2.1461
C 0.1844 2.3957 -2.1383
H 0.2414 5.2719 -3.8999
H -0.1227 5.0323 -2.1783
H -1.3382 4.6547 -3.3963
H 0.7885 3.2511 -5.3347
H 1.4920 0.8555 -5.3501
H -0.1617 2.7714 -1.1743
C 3.3065 0.1225 5.6027
Te 1.9110 0.9620 4.1256
C 2.9304 2.8274 4.3397
H 3.4787 0.8278 6.4186
H 4.2545 -0.1174 5.1202
H 2.8694 -0.7952 5.9985
H 3.9681 2.7118 4.0249
H 2.9066 3.1271 5.3887
H 2.4417 3.5781 3.7236
Te 0.1804 2.5537 1.6794
*
```

* highest occupied orbital energy: -0.6 eV
* lowest unoccupied orbital energy: 0.1509 Eh


Entry from the Open Molecules 2025 dataset: 2 unconnected molecules or ions with the total composition C5H9N3O2 (wB97M-V/def2-TZVPD).

Structure (ORCA input):
```
! wB97M-V def2-TZVPD RIJCOSX def2/J DEFGRID3
* xyz 0 1
C -0.6386 -0.3568 -0.8133
C 0.9709 -0.7340 1.8101
C -0.2859 2.0578 -1.2807
C -1.5126 -0.5476 -2.0198
C -0.2877 -1.3475 -0.0242
N -0.1919 0.9335 -0.5211
N 1.3767 -1.8506 2.4000
N 1.0744 0.4962 1.9615
O 0.2595 3.1444 -0.6814
O -0.7858 2.1478 -2.3697
H -0.9590 -0.3036 -2.9237
H -1.8680 -1.5745 -2.0694
H -2.3618 0.1305 -1.9633
H -0.5160 -2.3870 0.0048
H 0.3049 0.9708 0.3739
H 1.1892 -2.7463 1.9859
H 2.0422 -1.8282 3.1648
H 0.6076 2.9439 0.1965
H 1.5820 0.8509 2.7690
*
```

* highest occupied orbital energy: -8.7 eV
* energy above the lowest of the compared OMol25 structures with the same formula, charge and spin: 63.37 kcal per mole
* lowest unoccupied orbital energy: 0.0150 Eh